Entry 1:
# C18H28N2O4S

A structure of composition C18H28N2O4S in a non-equilibrium geometry (ωB97M-V/def2-TZVPD, OMol25).

The geometry in XYZ format:
```
53
Properties=species:S:1:pos:R:3:forces:R:3
C 4.111969 3.389152 3.902114 1.857 -6.925 -0.639
C 2.950525 2.574895 4.494391 2.175 -0.299 5.653
O 2.703629 1.202330 4.042180 0.617 4.547 1.273
C 2.182281 1.166779 2.821027 0.414 -0.390 -1.801
C 1.785036 2.192910 1.937287 1.856 3.602 7.688
C 1.032057 2.024534 0.898449 -3.121 2.390 -5.538
C 0.879542 0.834234 0.452160 3.107 -12.301 0.170
C 1.537884 -0.497625 1.238296 -0.088 6.274 2.493
C 2.174288 -0.178543 2.453120 -4.377 4.092 -7.800
H 2.502345 -0.908480 2.961356 2.576 -4.901 4.358
H 1.324005 -1.509076 1.090113 -0.439 -1.039 -1.244
N 0.343904 0.201519 -0.631702 -4.723 2.420 -5.166
S 1.058210 -0.846557 -1.923561 1.366 -4.001 16.675
O 0.963463 -2.156389 -1.006511 2.058 4.187 -4.323
O 0.316631 -0.942599 -3.018133 -4.501 0.579 -8.400
C 2.584319 -0.125756 -1.978696 2.066 -2.513 -6.172
H 2.563052 0.758196 -2.748099 0.186 -1.700 1.655
H 3.056013 0.018684 -1.059133 0.404 0.249 1.468
H 3.091184 -1.190032 -2.563716 -0.579 3.365 1.506
C -0.742239 1.301366 -1.293029 6.409 -8.335 -13.867
C 0.140847 2.117396 -2.357986 -6.041 6.852 7.405
H 0.866054 2.704115 -1.740471 0.266 -1.085 -1.354
H 0.243735 1.555122 -3.146220 1.236 -2.540 -4.336
H -0.733666 3.059721 -2.563949 2.722 -2.604 -0.242
H -1.005027 1.568074 -0.495538 -4.493 5.362 11.055
C -1.865350 0.456952 -2.146729 -0.074 3.114 -1.225
O -2.052319 0.951331 -3.379277 0.044 -3.868 6.258
N -2.565363 -0.551180 -1.335142 5.877 7.514 -3.160
C -2.431736 -0.587755 0.033601 -3.276 -8.115 -0.383
H -1.813444 0.048738 0.439638 2.807 3.253 2.244
C -1.946766 -2.245895 0.360208 5.021 5.045 0.259
C -2.862853 -3.267600 -0.057514 -4.497 1.903 0.077
H -2.854849 -4.104039 0.617980 0.278 -0.785 -0.240
C -2.890696 -3.618968 -1.571322 -3.065 -6.568 5.380
H -2.109459 -4.348261 -1.640899 0.414 -1.211 -0.116
H -4.021737 -4.334135 -1.541239 3.342 2.175 -0.938
C -2.689967 -2.721042 -2.590189 -10.339 2.690 1.123
H -1.923814 -2.226135 -2.645731 8.978 3.895 -1.278
H -3.230053 -2.949897 -3.434268 -0.481 -0.552 -2.335
C -3.471496 -1.204546 -1.993745 -3.798 -2.954 -7.599
H -4.488576 -1.259792 -1.682462 -0.562 -0.792 1.686
H -3.765727 -0.512755 -2.903233 1.052 -1.630 0.853
H -3.916367 -2.737754 0.259822 1.688 -1.533 -0.937
H -0.948196 -2.222890 -0.301689 -1.972 -0.427 1.831
H -1.627280 -2.214657 1.464630 -0.576 -0.442 -1.529
H -3.488248 -0.628702 0.262906 -0.230 0.715 1.728
H 0.550833 2.793719 0.228265 0.869 -0.154 1.441
H 1.618292 3.289655 2.244644 1.321 -1.689 0.501
H 3.304139 2.334344 5.682683 -0.946 0.687 -3.122
H 2.150233 3.295439 4.692292 -0.977 -0.975 -0.760
H 3.998810 3.435151 2.868676 -0.398 1.033 -1.841
H 4.374943 4.247129 4.393929 0.358 2.055 1.215
H 5.037001 2.569576 3.910412 -1.813 2.328 0.352
```
Positions in Å, forces in eV/Å.

gap between HOMO and LUMO = 7.86 eV
multiplicity = 1
maximum force = 0.338 Eh/bohr
total energy = -41107.5497 eV
ΔE to the lowest compared entry with this formula, charge and spin = 436.5 kcal per mole
HOMO level = -7.54 eV

Mulliken population analysis, charges in e, atoms 1 to 4:
1. C -1.071
2. C -0.361
3. O -0.356
4. C 0.646


Entry 2:
# C3H5PS

An isolated molecule of C3H5PS in a non-equilibrium geometry (ωB97M-V/def2-TZVPD, OMol25).

The geometry in XYZ format:
```
10
Properties=species:S:1:pos:R:3:forces:R:3
C -1.131291 -0.111661 1.109019 1.401 0.313 -2.192
C 0.382051 -0.066921 0.762884 -1.345 -0.054 0.131
C -0.582987 -0.463421 -0.279666 -0.958 -0.955 -1.089
P 0.168361 1.152166 -0.589855 0.479 -0.748 -0.095
S 1.604177 0.394748 -1.957834 -1.579 -2.811 -0.146
H -1.412416 -0.986042 1.610261 -0.719 -0.754 1.143
H -1.726477 0.823419 1.153841 0.432 -0.771 0.445
H 1.107382 -0.802685 1.068916 0.386 0.549 0.377
H -0.595983 -1.420571 -0.950784 -0.158 2.033 1.626
H 2.187183 1.480967 -1.926781 2.061 3.199 -0.202
```
Positions in Å, forces in eV/Å.

gap between HOMO and LUMO = 9.84 eV
multiplicity = 1
maximum force = 0.074 Eh/bohr
total energy = -23313.6807 eV
ΔE to the lowest compared entry with this formula, charge and spin = 34.2 kcal per mole
HOMO level = -9.00 eV

Mulliken population analysis, charges in e, atoms 1 to 4:
1. C -0.566
2. C -0.240
3. C -0.070
4. P -0.038


Entry 3:
# C31H26Cl4IrN4O3P

A structure of composition C31H26Cl4IrN4O3P (ωB97M-V/def2-TZVPD, OMol25).

The geometry in XYZ format:
```
70
Properties=species:S:1:pos:R:3:forces:R:3
Ir 0.217765 -0.469959 -0.229662 -0.105 -0.355 0.017
O 2.693693 -1.232565 -1.329406 0.015 -0.246 0.053
C 2.172966 -0.401907 -0.597211 0.078 0.144 -0.135
C 2.934988 0.857203 -0.289306 -0.017 0.294 0.242
C 4.306769 0.907669 -0.093340 -0.025 0.017 -0.023
C 4.900262 2.121083 0.225544 0.055 -0.060 0.006
C 4.139505 3.278343 0.326827 -0.038 0.093 0.014
C 2.770599 3.242886 0.095943 0.022 -0.003 -0.093
C 2.176532 2.029008 -0.215369 -0.048 -0.124 0.105
P 0.432476 1.724769 -0.590108 0.274 -0.072 -0.306
C 0.252175 1.873387 -2.388897 -0.110 0.157 0.101
C -0.860993 1.244746 -2.954185 -0.043 0.036 -0.025
C -1.015206 1.225331 -4.332980 -0.036 0.003 0.030
C -0.064293 1.823882 -5.146221 0.040 0.018 0.000
C 1.041526 2.449464 -4.584735 -0.024 -0.008 -0.032
C 1.202527 2.475105 -3.208363 0.015 0.015 0.038
C -0.550017 2.980314 0.230316 0.055 0.052 0.021
C -0.509834 3.017341 1.625188 0.008 0.096 -0.024
C -1.265638 3.953337 2.309841 -0.006 0.009 -0.028
C -2.054204 4.854665 1.604997 0.003 0.002 0.006
C -2.083590 4.826894 0.218384 -0.017 0.002 -0.005
C -1.329489 3.890915 -0.474980 -0.104 -0.063 0.003
H 4.893723 0.002114 -0.174697 -0.016 -0.018 0.004
H 5.966092 2.165147 0.408471 0.005 0.003 -0.002
H 4.614831 4.214451 0.589499 0.006 -0.002 -0.006
H 2.176231 4.146327 0.163079 -0.009 -0.003 0.006
H -1.608746 0.785237 -2.313295 0.024 -0.030 0.013
H -1.878582 0.739628 -4.768217 0.001 0.001 -0.007
H -0.181317 1.800011 -6.221684 -0.001 0.003 -0.006
H 1.783227 2.913138 -5.221471 0.005 0.000 -0.002
H 2.072553 2.950828 -2.772923 0.006 -0.007 0.007
H 0.110072 2.317027 2.170293 0.038 0.008 -0.007
H -1.244321 3.973165 3.391730 -0.002 -0.014 0.010
H -2.648761 5.582814 2.141118 -0.010 -0.004 0.002
H -2.701211 5.528731 -0.326223 0.007 0.007 0.001
H -1.365035 3.857152 -1.556973 0.019 0.010 0.007
Cl -3.252074 1.288078 5.270921 -0.016 0.018 0.039
C -2.879897 0.729171 3.683402 0.078 -0.013 -0.003
C -3.885123 0.522582 2.748394 -0.019 0.009 -0.040
Cl -5.531678 0.809203 3.170859 -0.027 0.005 0.018
C -3.565431 0.091900 1.460125 0.046 0.039 0.039
Cl -4.790348 -0.169450 0.274791 -0.019 -0.002 -0.033
C -2.242157 -0.130738 1.074512 -0.043 0.055 0.191
O -1.907641 -0.509193 -0.140921 0.100 0.018 0.115
C -1.232268 0.057389 2.046953 -0.110 0.024 0.035
O 0.061116 -0.174434 1.719152 0.057 -0.141 -0.269
C -1.551392 0.489819 3.324902 -0.129 -0.046 -0.116
Cl -0.258038 0.758254 4.434656 0.037 -0.008 0.060
C -1.011090 -3.079169 0.961154 0.008 0.092 -0.060
N 0.142898 -2.657229 0.094979 -0.067 -0.074 -0.012
C -0.035092 -3.323626 -1.232429 0.069 0.085 0.032
N -0.100381 -4.766113 -1.107165 -0.020 -0.007 -0.032
C -1.226476 -5.109975 -0.233910 0.011 -0.011 0.009
N -1.078235 -4.519842 1.096013 -0.020 -0.038 0.032
C 0.169623 -5.003340 1.684961 0.000 0.009 0.002
N 1.323086 -4.651572 0.856802 0.014 -0.018 0.018
C 1.386387 -3.209416 0.721492 -0.013 0.120 -0.028
C 1.135883 -5.234781 -0.473130 0.008 -0.031 0.003
H -1.921861 -2.703340 0.498372 0.008 0.003 0.045
H -0.872252 -2.615179 1.938379 -0.034 -0.011 -0.014
H 0.815481 -3.041222 -1.856798 -0.014 -0.010 -0.006
H -0.962814 -2.942300 -1.666432 0.000 -0.023 -0.017
H -1.280254 -6.195566 -0.139195 -0.002 0.004 0.004
H -2.152420 -4.748374 -0.684182 0.003 0.002 -0.003
H 0.120495 -6.088588 1.787468 -0.001 0.003 -0.005
H 0.292063 -4.561397 2.675419 0.000 0.000 -0.005
H 2.225201 -2.937167 0.085891 0.006 0.000 0.016
H 1.489652 -2.735679 1.699241 0.023 -0.019 0.002
H 1.093290 -6.321216 -0.381672 0.004 0.006 -0.001
H 1.984476 -4.965151 -1.103960 -0.002 0.001 0.000
```
Positions in Å, forces in eV/Å.

gap between HOMO and LUMO = 6.49 eV
multiplicity = 1
maximum force = 0.008 Eh/bohr
total energy = -106890.3106 eV
HOMO level = -7.37 eV

Mulliken population analysis, charges in e, atoms 1 to 4:
1. Ir 1.349
2. O -0.612
3. C -0.208
4. C 0.402


Entry 4:
# C23H29N4O11Zr

A structure of composition C23H29N4O11Zr (ωB97M-V/def2-TZVPD, OMol25).

The geometry in XYZ format:
```
68
Properties=species:S:1:pos:R:3:forces:R:3
Zr -0.381514 -0.610802 -0.857051 -0.119 0.127 0.315
O -0.405705 -4.456988 -2.340498 -0.049 -0.024 0.008
C -0.594278 -3.539070 -1.571685 -0.029 -0.006 0.063
O -0.861683 -2.308580 -1.904568 0.101 -0.036 -0.127
C -0.598845 -3.749773 -0.054941 0.043 0.040 -0.021
N 0.303050 -2.780588 0.605344 0.043 0.006 0.029
C -0.076071 -2.583820 2.007434 -0.016 0.001 -0.004
C 0.381749 -1.235186 2.526531 0.010 0.012 0.016
N -0.139289 -0.053010 1.813844 -0.001 0.029 -0.002
C 0.645409 1.127233 2.269999 0.000 -0.004 0.007
C 1.134755 2.021313 1.153150 -0.006 0.009 0.013
N 2.065723 1.364329 0.247836 0.008 -0.001 -0.015
C 3.383600 1.105934 0.828730 0.007 0.008 -0.009
C 3.650575 -0.276427 1.456651 0.052 -0.014 0.012
N 3.249000 -1.369823 0.619101 -0.163 0.054 -0.017
C 2.869800 -2.645613 1.157090 0.062 -0.051 0.031
C 1.672566 -3.342085 0.491412 -0.004 -0.019 0.002
C 3.769012 -1.383736 -0.720836 0.048 0.025 -0.034
C 2.722606 -0.998150 -1.774109 0.012 0.019 0.146
O 3.063760 -0.557176 -2.853504 0.012 -0.001 -0.011
O 1.529208 -1.248893 -1.361267 -0.123 -0.133 -0.313
C 2.181756 2.165208 -0.972202 -0.019 0.002 0.036
C 0.881546 2.174533 -1.781214 0.097 -0.031 -0.038
O 0.450052 3.220976 -2.233935 -0.001 0.000 -0.010
O 0.370197 1.005484 -1.956412 -0.016 0.073 0.025
C -1.551524 0.151916 2.191604 -0.003 0.005 0.008
C -2.495542 -0.813118 1.486109 0.016 0.017 0.032
O -3.560078 -1.094292 2.010747 -0.001 -0.015 -0.004
O -2.053058 -1.269359 0.368422 0.067 -0.016 -0.056
H -0.321826 -4.781417 0.182099 -0.003 -0.005 -0.016
H -1.615955 -3.550581 0.278922 -0.004 -0.011 -0.006
H 0.375721 -3.359934 2.644449 0.002 0.005 0.006
H -1.153054 -2.693141 2.104315 0.003 -0.007 0.003
H 1.456879 -1.185406 2.447144 -0.008 0.000 0.003
H 0.126251 -1.162316 3.594708 -0.006 -0.007 -0.001
H 1.496057 0.787443 2.861436 0.003 -0.008 -0.006
H 0.033741 1.727961 2.949264 -0.001 0.001 -0.002
H 1.595090 2.916398 1.611604 0.001 0.002 -0.010
H 0.273678 2.362860 0.576478 0.000 -0.006 -0.001
H 3.640986 1.867083 1.585102 -0.014 -0.001 0.002
H 4.111951 1.230881 0.026729 0.006 0.007 0.004
H 3.153236 -0.370687 2.421665 0.000 0.000 0.010
H 4.735992 -0.281522 1.684635 0.000 -0.010 -0.004
H 2.720953 -2.562010 2.235010 -0.010 0.002 -0.002
H 3.690805 -3.378336 1.041463 0.005 0.001 0.011
H 1.649785 -4.353713 0.927283 -0.007 0.000 -0.004
H 1.878308 -3.461404 -0.571231 0.006 0.005 -0.003
H 4.122126 -2.390446 -0.982265 -0.015 -0.001 0.007
H 4.633875 -0.724261 -0.826112 0.001 0.004 0.000
H 2.937215 1.717801 -1.620496 -0.007 0.004 -0.008
H 2.466061 3.204435 -0.755259 -0.007 0.004 -0.003
H -1.852567 1.155026 1.898889 0.002 0.000 -0.010
H -1.676993 0.047051 3.275478 -0.003 0.002 -0.001
O -5.009396 0.524587 -2.111445 0.005 0.000 0.003
C -4.631308 1.827662 -2.148051 -0.005 -0.005 0.003
C -5.512963 2.834634 -2.529270 0.008 -0.004 0.003
C -5.098915 4.156968 -2.540387 -0.003 0.003 -0.003
C -3.805855 4.490848 -2.165777 0.001 0.006 -0.001
C -2.933306 3.488097 -1.771383 -0.001 -0.018 -0.004
C -3.332163 2.156776 -1.761556 -0.010 0.021 0.000
C -2.335576 1.126982 -1.352275 0.031 -0.034 0.021
O -2.170379 0.076048 -2.021168 0.039 -0.010 -0.057
O -1.611245 1.342997 -0.335904 -0.037 -0.020 -0.015
H -5.938444 0.458006 -2.351729 0.000 -0.002 0.000
H -6.525650 2.572774 -2.818011 -0.002 0.002 0.000
H -5.794747 4.928260 -2.847602 0.000 0.000 0.001
H -3.475789 5.520793 -2.187445 -0.001 0.000 0.000
H -1.909352 3.712364 -1.501090 0.006 0.005 0.001
```
Positions in Å, forces in eV/Å.

gap between HOMO and LUMO = 8.31 eV
multiplicity = 1
maximum force = 0.007 Eh/bohr
total energy = -54094.8626 eV
ΔE to the lowest compared entry with this formula, charge and spin = 0.0 kcal per mole
HOMO level = -5.87 eV
charge = -1

Mulliken population analysis, charges in e, atoms 1 to 4:
1. Zr 1.078
2. O -0.760
3. C 0.475
4. O -0.505


The highest maximum force belongs to which entry?
C18H28N2O4S


Which of these has the highest HOMO level?
C23H29N4O11Zr